1.
A 2-piece molecular cluster, C3H9NO4 overall, computed with the ωB97M-V functional and the def2-TZVPD basis.

LUMO, Eh: 0.01385
Multiplicity: 1

Last column: natural (NBO) charge in e.
Positions of all 17 atoms, in Å:
C (0.154, -0.332, -1.361)  -0.293
C (1.574, -0.331, -0.880)  -0.096
O (2.343, -1.085, -1.816)  -0.717
N (-0.887, -0.048, -0.352)  -0.634
C (-0.650, 1.120, 0.370)  0.877
O (-0.050, 2.215, -0.219)  -0.682
O (-1.079, 1.345, 1.478)  -0.627
H (-0.036, 0.167, -2.283)  0.213
H (-0.119, -1.317, -1.890)  0.237
H (2.089, 0.705, -0.741)  0.179
H (1.736, -0.709, 0.053)  0.179
H (2.628, -1.881, -1.373)  0.473
H (-1.104, -0.855, 0.256)  0.413
H (0.195, 2.069, -1.172)  0.484
H (-2.945, -0.126, 3.672)  0.472
H (-1.552, -0.224, 2.909)  0.495
O (-2.297, -0.713, 3.350)  -0.973

Atoms 1-2, force components in eV/Å:
C -1.845 -2.497 -0.606
C 1.731 2.209 -2.301


2.
A 2-piece molecular cluster, C3H12N2O3 overall, computed with the ωB97M-V functional and the def2-TZVPD basis.

LUMO, Eh: 0.03458
Multiplicity: 1

Last column: natural (NBO) charge in e.
Positions of all 20 atoms, in Å:
C (-0.471, -1.671, 0.774)  0.237
C (1.835, -1.524, -0.059)  -0.253
O (0.828, -0.849, 0.639)  -0.610
O (-1.531, -1.492, -0.073)  -0.706
H (-1.837, -0.572, 0.014)  0.498
H (-0.690, -1.392, 1.816)  0.146
H (-0.172, -2.717, 0.638)  0.158
H (1.410, -2.000, -0.977)  0.168
H (2.274, -2.326, 0.532)  0.167
H (2.606, -0.826, -0.380)  0.189
C (-0.860, 1.156, -1.776)  -0.258
N (0.214, 1.900, 0.214)  -0.186
N (-0.033, 2.208, 1.520)  -0.640
O (-0.971, 1.173, -0.375)  -0.505
H (0.924, 1.160, 0.227)  0.362
H (-0.743, 2.930, 1.584)  0.359
H (-0.253, 1.400, 2.103)  0.337
H (-1.767, 0.684, -2.155)  0.192
H (0.013, 0.579, -2.105)  0.165
H (-0.776, 2.178, -2.162)  0.180

Atoms 1-2, force components in eV/Å:
C 1.821 0.334 0.947
C -0.507 -0.776 -1.239


3.
C43H56CrN3OP2Si2 as an isolated structure, computed with the ωB97M-V functional and the def2-TZVPD basis.

LUMO (spin up / spin down), Eh: -0.23125 / -0.25149
Multiplicity: 4
Total charge: +2
<S²>: 3.861

Last column: Löwdin spin population.
Positions of all 108 atoms, in Å:
Cr (-0.047, -0.843, 1.434)  2.877
C (0.530, -3.984, 1.287)  0.005
C (1.447, -2.802, 1.493)  0.023
C (1.360, -2.049, 2.700)  -0.010
C (0.742, -2.636, 3.948)  0.000
C (2.163, -0.887, 2.845)  0.006
C (2.174, -0.190, 4.180)  0.001
C (3.109, -0.560, 1.855)  0.010
C (4.028, 0.609, 2.023)  0.000
C (3.343, -1.449, 0.792)  0.027
C (4.562, -1.238, -0.055)  0.004
C (2.535, -2.580, 0.622)  0.014
C (2.925, -3.604, -0.402)  0.002
H (0.988, -4.903, 1.659)  0.002
H (0.309, -4.123, 0.230)  0.000
H (-0.419, -3.836, 1.802)  0.001
H (0.025, -1.966, 4.422)  -0.001
H (1.545, -2.805, 4.668)  -0.001
H (0.261, -3.591, 3.768)  0.000
H (2.882, -0.693, 4.844)  0.000
H (1.198, -0.201, 4.660)  0.000
H (2.491, 0.845, 4.101)  0.000
H (4.193, 1.114, 1.075)  0.000
H (4.998, 0.261, 2.377)  0.000
H (3.656, 1.337, 2.733)  0.000
H (5.446, -1.519, 0.519)  0.002
H (4.682, -0.193, -0.331)  0.001
H (4.554, -1.831, -0.962)  0.000
H (2.944, -3.187, -1.406)  0.000
H (2.268, -4.465, -0.405)  0.000
H (3.930, -3.954, -0.169)  0.001
C (-0.483, 4.847, 1.046)  0.000
Si (0.658, 3.566, 1.851)  0.000
C (0.418, 3.502, 3.729)  0.001
C (2.508, 3.839, 1.486)  0.001
N (0.242, 1.956, 0.984)  -0.006
P (0.333, 1.401, -0.661)  -0.015
C (0.238, -0.337, -0.588)  -0.086
P (-1.358, -1.037, -0.896)  0.009
N (-1.789, -1.186, 0.680)  0.002
Si (-3.301, -1.482, 1.562)  0.002
C (-4.588, -2.423, 0.524)  -0.005
C (-3.964, 0.169, 2.276)  0.003
C (-2.766, -2.530, 3.059)  0.003
C (-1.056, -2.642, -1.686)  0.002
C (0.193, -2.881, -2.250)  0.000
C (0.435, -4.061, -2.931)  0.000
C (-0.578, -4.997, -3.062)  0.000
C (-1.830, -4.755, -2.517)  0.000
C (-2.074, -3.578, -1.831)  0.000
C (-2.570, -0.248, -1.993)  0.006
C (-3.721, 0.380, -1.536)  0.001
C (-4.615, 0.920, -2.444)  0.000
C (-4.359, 0.849, -3.804)  0.000
C (-3.202, 0.233, -4.261)  0.000
C (-2.309, -0.316, -3.360)  0.000
C (-0.850, 2.384, -1.618)  0.001
C (-2.020, 2.920, -1.089)  0.000
C (-2.867, 3.644, -1.911)  0.000
C (-2.569, 3.805, -3.255)  0.000
C (-1.416, 3.248, -3.786)  0.000
C (-0.555, 2.541, -2.971)  0.000
C (1.925, 1.882, -1.369)  -0.002
C (2.239, 3.225, -1.568)  -0.001
C (3.372, 3.568, -2.280)  0.000
C (4.172, 2.574, -2.831)  -0.001
C (3.857, 1.239, -2.641)  0.000
C (2.734, 0.890, -1.912)  0.000
H (-0.438, 4.853, -0.038)  0.000
H (-0.185, 5.832, 1.393)  0.000
H (-1.525, 4.718, 1.325)  0.000
H (0.897, 4.378, 4.157)  0.000
H (0.849, 2.621, 4.194)  0.000
H (-0.628, 3.520, 4.019)  0.000
H (3.077, 3.881, 2.410)  0.000
H (2.636, 4.800, 0.999)  0.000
H (2.975, 3.097, 0.850)  0.000
H (-4.763, -1.999, -0.461)  0.000
H (-5.533, -2.407, 1.058)  -0.001
H (-4.309, -3.466, 0.409)  0.000
H (-4.024, 0.993, 1.571)  0.000
H (-3.356, 0.502, 3.114)  0.000
H (-4.967, -0.007, 2.655)  0.000
H (-2.447, -3.533, 2.792)  0.000
H (-3.606, -2.640, 3.736)  0.000
H (-1.972, -2.039, 3.615)  0.001
H (0.957, -2.123, -2.154)  0.000
H (1.405, -4.251, -3.369)  0.000
H (-0.397, -5.913, -3.602)  0.000
H (-2.617, -5.482, -2.641)  0.000
H (-3.050, -3.377, -1.419)  0.000
H (-3.919, 0.428, -0.477)  0.000
H (-5.515, 1.397, -2.087)  0.000
H (-5.055, 1.266, -4.515)  0.000
H (-2.999, 0.171, -5.319)  0.000
H (-1.415, -0.815, -3.709)  0.000
H (-2.256, 2.783, -0.043)  0.000
H (-3.762, 4.089, -1.505)  0.000
H (-3.231, 4.360, -3.901)  0.000
H (-1.180, 3.368, -4.832)  0.000
H (0.355, 2.126, -3.381)  0.000
H (1.585, 3.991, -1.179)  0.000
H (3.628, 4.607, -2.429)  0.000
H (5.026, 2.840, -3.436)  0.000
H (4.479, 0.477, -3.087)  0.000
H (2.456, -0.144, -1.781)  0.001
O (-0.407, 1.005, 2.902)  0.120
N (-0.076, 0.912, 1.714)  -0.008

Atoms 1-2, force components in eV/Å:
Cr -0.021 -2.632 -2.070
C -0.005 -0.014 -0.035


4.
A 5-piece molecular cluster, C5H20N6O5 overall, computed with the ωB97M-V functional and the def2-TZVPD basis.

LUMO, Eh: 0.00639
Multiplicity: 1

Last column: natural (NBO) charge in e.
Positions of all 36 atoms, in Å:
C (-2.259, 1.303, 2.842)  0.748
O (-1.860, 0.880, 4.078)  -0.775
N (-1.556, 1.337, 1.726)  -0.853
N (-3.433, 1.779, 2.826)  -0.799
H (-0.503, 1.051, 1.572)  0.452
H (-1.931, 1.757, 0.887)  0.376
H (-3.781, 1.764, 3.792)  0.431
H (-3.842, 2.236, 2.093)  0.380
C (-0.877, 0.401, -2.725)  0.740
O (-1.056, -0.891, -3.225)  -0.797
N (-1.716, 1.320, -2.943)  -0.814
N (0.187, 0.752, -2.134)  -0.835
H (-2.558, 1.007, -3.494)  0.416
H (-1.586, 2.348, -2.968)  0.401
H (0.776, -0.136, -1.877)  0.437
H (0.294, 1.623, -1.585)  0.387
C (2.875, -1.100, -1.762)  0.751
O (3.461, -0.997, -0.559)  -0.737
N (1.641, -1.558, -1.952)  -0.862
N (3.506, -0.871, -2.844)  -0.806
H (1.100, -1.755, -1.115)  0.449
H (1.259, -1.953, -2.817)  0.430
H (4.506, -0.540, -2.646)  0.411
H (3.406, -1.266, -3.753)  0.405
C (1.143, -0.268, 3.010)  -0.286
O (1.106, 0.379, 1.725)  -0.757
H (1.754, -1.146, 2.992)  0.188
H (0.167, -0.724, 3.099)  0.214
H (1.312, 0.465, 3.776)  0.204
H (1.955, 0.827, 1.592)  0.503
C (-0.927, -1.381, 0.260)  -0.252
O (0.330, -1.878, 0.559)  -0.757
H (-0.731, -0.335, -0.028)  0.137
H (-1.689, -1.341, 1.019)  0.171
H (-1.259, -1.853, -0.625)  0.199
H (0.785, -1.232, 1.196)  0.501

Atoms 1-2, force components in eV/Å:
C 5.001 -2.633 6.091
O -0.574 1.143 -5.381


5.
A 2-piece molecular cluster, C10H24O4P overall, computed with the ωB97M-V functional and the def2-TZVPD basis.

LUMO, Eh: -0.11715
Multiplicity: 1
Total charge: +1

Last column: natural (NBO) charge in e.
Positions of all 39 atoms, in Å:
C (2.993, -1.981, 2.264)  -0.282
O (1.706, -1.583, 2.917)  -0.569
C (1.146, -0.378, 2.245)  -0.072
C (-0.233, 0.140, 3.026)  -0.449
C (-1.111, 0.992, 1.934)  -0.427
C (-2.736, 0.927, 2.146)  -0.692
P (-3.374, -0.891, 2.230)  0.910
C (-5.194, -1.107, 1.693)  -0.943
H (2.814, -2.059, 1.089)  0.181
H (3.849, -1.202, 2.441)  0.194
H (3.250, -3.054, 2.658)  0.222
H (1.923, 0.498, 2.311)  0.185
H (0.960, -0.664, 1.123)  0.180
H (0.054, 0.814, 3.951)  0.245
H (-0.747, -0.829, 3.433)  0.204
H (-0.801, 2.141, 1.937)  0.259
H (-0.886, 0.575, 0.851)  0.224
H (-3.131, 1.595, 3.053)  0.287
H (-3.219, 1.406, 1.165)  0.275
H (-2.423, -1.687, 1.455)  0.088
H (-3.208, -1.358, 3.613)  0.085
H (-5.490, -2.233, 1.952)  0.291
H (-5.922, -0.429, 2.350)  0.300
H (-5.388, -0.953, 0.534)  0.302
C (2.261, 0.314, -5.723)  -0.641
C (1.228, -0.399, -4.867)  -0.072
O (1.601, -0.371, -3.484)  -0.497
C (1.386, 0.804, -2.841)  0.981
O (0.905, 1.814, -3.332)  -0.637
O (1.825, 0.674, -1.565)  -0.506
C (1.749, 1.877, -0.804)  -0.258
H (3.260, -0.097, -5.543)  0.216
H (2.021, 0.212, -6.785)  0.224
H (2.309, 1.381, -5.484)  0.226
H (1.179, -1.451, -5.161)  0.195
H (0.225, 0.023, -5.008)  0.192
H (0.741, 2.303, -0.830)  0.189
H (2.483, 2.599, -1.177)  0.205
H (1.994, 1.639, 0.234)  0.186

Atoms 1-2, force components in eV/Å:
C -0.452 -0.341 -0.884
O 0.738 1.502 -1.647


6.
A 2-piece molecular cluster, C4H12NOS overall, computed with the ωB97M-V functional and the def2-TZVPD basis.

LUMO, Eh: 0.11747
Multiplicity: 1
Total charge: -1

Last column: natural (NBO) charge in e.
Positions of all 19 atoms, in Å:
C (0.932, 1.402, 0.096)  -0.444
C (1.721, 1.432, -1.213)  -0.519
S (3.109, 2.628, -1.218)  -0.729
C (-0.421, 0.686, 0.023)  -0.227
N (-0.499, -0.610, 0.683)  -0.649
C (0.061, -1.687, -0.121)  -0.416
H (1.547, 0.940, 0.875)  0.186
H (0.813, 2.425, 0.480)  0.211
H (1.039, 1.662, -2.031)  0.167
H (2.166, 0.444, -1.386)  0.171
H (-1.201, 1.338, 0.403)  0.187
H (-0.675, 0.552, -1.031)  0.181
H (0.014, -0.569, 1.551)  0.349
H (-0.633, -1.972, -0.901)  0.176
H (0.298, -2.542, 0.503)  0.183
H (0.986, -1.412, -0.625)  0.184
H (-3.585, -1.712, 0.731)  0.456
H (-2.359, -1.610, 1.570)  0.487
O (-3.312, -1.395, 1.612)  -0.953

Atoms 1-2, force components in eV/Å:
C 0.229 0.261 0.336
C 0.682 0.186 0.268


no.,electronic energy (eV),maximum force (eV Å⁻¹)
1,-12936.4298,3.63
2,-12424.6978,2.23
3,-114760.2922,3.77
4,-24685.8624,8.98
5,-28227.8527,2.73
6,-18715.8839,1.12